A structure of composition C40H39AsClFN2PdSi. Source: OMol25; level of theory: the ωB97M-V functional and the def2-TZVPD basis.

Geometry (Å):
Pd: -0.4733 0.1540 -0.1125
C: 4.4263 0.8633 -1.7330
Si: 2.7551 1.8371 -1.6145
C: 2.6755 2.8485 0.0020
C: 3.0530 3.0920 -3.0551
N: 1.2563 1.0705 -1.7834
C: 0.7180 0.6303 -2.9277
C: 1.4081 0.1281 -4.0540
C: 0.7518 -0.2981 -5.1871
C: -0.6321 -0.2472 -5.2869
C: -1.3558 0.2620 -4.2119
C: -0.6882 0.6774 -3.0899
F: -1.3948 1.2556 -2.0554
H: 5.2760 1.5357 -1.6317
H: 4.5217 0.3742 -2.7015
H: 4.5169 0.1017 -0.9641
H: 2.5767 3.9156 -0.1762
H: 3.5607 2.6953 0.6160
H: 1.8042 2.5212 0.5691
H: 4.0391 3.5489 -3.0069
H: 2.3153 3.8888 -3.0447
H: 2.9748 2.5831 -4.0128
H: 2.4862 0.1023 -4.0036
H: 1.3324 -0.6861 -6.0166
H: -1.1396 -0.5755 -6.1852
H: -2.4330 0.3558 -4.2452
C: 6.6234 1.5658 3.1977
C: 5.3874 1.9853 3.6653
C: 4.2395 1.4109 3.1652
C: 4.2642 0.3984 2.2031
C: 5.5115 0.0395 1.7077
C: 6.6734 0.6003 2.2092
As: 2.3877 -0.1231 1.6338
C: 2.1264 -1.0878 3.3254
C: 2.2947 -2.4572 3.4689
C: 2.0813 -3.0864 4.6826
C: 1.6769 -2.3544 5.7817
C: 1.4539 -0.9950 5.6444
C: 1.6716 -0.3755 4.4285
C: 2.7658 -1.6641 0.5019
C: 3.7935 -2.5879 0.6706
C: 3.9285 -3.6670 -0.1874
C: 3.0324 -3.8503 -1.2253
C: 1.9922 -2.9505 -1.3939
C: 1.8706 -1.8719 -0.5395
H: 7.5362 2.0001 3.5842
H: 5.3247 2.7675 4.4119
H: 3.2682 1.7540 3.5119
H: 5.5926 -0.6925 0.9168
H: 7.6337 0.2807 1.8236
H: 2.5774 -3.0567 2.6164
H: 2.2272 -4.1575 4.7638
H: 1.5079 -2.8439 6.7329
H: 1.0925 -0.4233 6.4896
H: 1.4400 0.6755 4.3107
H: 4.5016 -2.4758 1.4834
H: 4.7408 -4.3709 -0.0431
H: 3.1378 -4.6984 -1.8908
H: 1.2754 -3.0883 -2.1932
H: 1.0361 -1.1542 -0.6578
N: -0.1701 -0.4644 1.7663
C: -0.7140 -1.5028 2.3535
C: -1.2875 -1.3945 3.6593
C: -1.7441 -2.4885 4.3487
C: -1.6697 -3.7652 3.8000
C: -1.1454 -3.9087 2.5194
C: -0.6973 -2.8259 1.8077
H: -1.3511 -0.4073 4.0970
H: -2.1624 -2.3623 5.3447
H: -2.0418 -4.6287 4.3393
H: -1.0921 -4.8944 2.0621
H: -0.2966 -2.9522 0.8068
Cl: -5.6095 4.6157 1.0271
C: -4.7989 3.0986 0.7056
C: -4.2329 2.3869 1.7585
C: -3.5799 1.2082 1.5058
C: -3.4447 0.6941 0.1872
C: -2.7269 -0.5077 -0.0625
C: -4.0762 1.4384 -0.8434
C: -4.7267 2.6223 -0.5963
H: -4.3139 2.7726 2.7665
H: -3.1376 0.6431 2.3159
H: -2.8730 -0.9585 -1.0499
H: -2.7222 -1.2257 0.7562
H: -4.0529 1.0503 -1.8539
H: -5.1921 3.1737 -1.4039

## Properties
* Kohn-Sham gap (spin up / spin down): 0.1837 / 0.1824 Ha
* energy: -4870.31023 a.u.
* HOMO level (spin up / spin down): -0.025 / -0.024 Ha
* total charge: -2

Mulliken population analysis, charges in e, atoms 1 to 6: atom 1 (Pd): -0.3438, atom 2 (C): -0.6960, atom 3 (Si): 0.0726, atom 4 (C): -1.1074, atom 5 (C): -1.2589, atom 6 (N): 0.2207



A structure of composition C40H39Cl3CsN8O4S3. Source: OMol25; level of theory: the ωB97M-V functional and the def2-TZVPD basis.

Geometry (Å):
Cs: 0.4807 -0.1843 0.5859
O: 0.9265 -1.6978 2.5271
N: 1.3017 -0.7997 3.3753
C: 0.4997 -0.4703 4.4086
C: 0.8665 0.4370 5.3741
C: 2.1111 1.0582 5.2750
C: 2.9188 0.7511 4.2029
C: 2.5257 -0.1777 3.2219
S: 3.5105 -0.5866 1.9055
H: -0.4442 -0.9970 4.4122
H: 0.1871 0.6489 6.1873
H: 2.4394 1.7651 6.0273
H: 3.8907 1.2062 4.0784
N: -2.7296 0.3250 -1.3997
C: -2.3900 0.1251 -2.7997
C: -3.6231 -0.2314 -3.6801
C: -3.3352 -0.7122 -5.1160
C: -2.9490 0.3140 -6.1997
N: -4.0849 1.1577 -6.5681
C: -4.0814 2.4795 -6.7795
N: -3.1030 3.2533 -6.3575
N: -5.1547 2.9777 -7.4729
C: -1.7174 1.4174 -3.2854
O: -2.4746 2.4479 -3.2312
O: -0.5616 1.3904 -3.7199
H: -3.2333 -0.4509 -0.9903
H: -3.2770 1.1702 -1.2893
H: -1.6550 -0.6808 -2.8813
H: -4.3021 0.6233 -3.7031
H: -4.1357 -1.0506 -3.1645
H: -4.2275 -1.2210 -5.4963
H: -2.5365 -1.4593 -5.0561
H: -2.6473 -0.2476 -7.0919
H: -2.1071 0.9267 -5.8982
H: -4.8485 0.6755 -7.0299
H: -2.8493 3.1108 -5.2452
H: -3.2553 4.2303 -6.5719
H: -6.0074 2.4025 -7.3824
H: -5.3440 3.9586 -7.2531
S: -2.4813 3.0689 4.2307
C: -1.1643 4.0695 3.7162
C: -0.7995 5.3331 4.1564
C: 0.3038 5.9388 3.5758
C: 1.0251 5.2897 2.5732
C: 0.6618 4.0306 2.1303
C: -0.4440 3.4025 2.7036
N: -0.9233 2.1642 2.3710
C: -1.9650 1.8087 3.0374
C: -2.7224 0.5741 2.9100
C: -3.7813 0.3393 3.8075
C: -4.5455 -0.8014 3.7033
C: -4.2301 -1.7197 2.7008
C: -3.1662 -1.4779 1.8483
C: -2.3480 -0.3230 1.8705
H: -1.3646 5.8340 4.9328
H: 0.6082 6.9267 3.9004
H: 1.8802 5.7935 2.1375
H: 1.2066 3.5209 1.3448
H: -3.9976 1.0526 4.5999
H: -5.3657 -0.9894 4.3870
H: -4.8236 -2.6270 2.6110
H: -2.9482 -2.2403 1.0966
Cl: 10.9557 6.6183 0.3039
C: 9.4067 5.8604 0.0981
C: 9.1008 4.7132 0.8194
C: 7.8724 4.1154 0.6188
C: 6.9343 4.6206 -0.2767
C: 5.6450 3.8717 -0.5106
C: 5.8555 2.7310 -1.5180
N: 4.5876 2.1672 -1.8834
C: 3.7364 2.6321 -2.8656
C: 2.6043 1.8750 -2.7675
N: 2.7457 0.9657 -1.7488
C: 3.9343 1.1619 -1.2431
O: 5.1740 3.2590 0.6711
C: 4.1329 3.9612 1.3393
C: 4.5630 5.3292 1.7823
C: 4.1683 6.4976 1.1962
Cl: 3.0293 6.6837 -0.0735
S: 4.8955 7.8885 1.9253
C: 5.7534 6.8855 3.0354
C: 5.4807 5.5714 2.8403
C: 7.2823 5.7764 -0.9800
Cl: 6.1871 6.4620 -2.1358
C: 8.5049 6.4005 -0.7997
H: 9.8215 4.3060 1.5140
H: 7.6018 3.2263 1.1758
H: 4.8853 4.5441 -0.9183
H: 6.4653 1.9692 -1.0296
H: 6.3725 3.1030 -2.4040
H: 4.0110 3.4471 -3.5150
H: 1.6905 1.9226 -3.3425
H: 4.3509 0.6328 -0.3984
H: 3.8769 3.3388 2.1966
H: 3.2561 4.0375 0.6891
H: 6.3954 7.3440 3.7696
H: 5.9207 4.7779 3.4284
H: 8.7523 7.2920 -1.3579

## Properties
* Kohn-Sham gap (spin up / spin down): 0.0737 / 0.1696 Ha
* energy: -4881.89925 a.u.
* HOMO level (spin up / spin down): 0.031 / -0.065 Ha
* total charge: -2
* spin multiplicity: 2

Mulliken population analysis, charges in e, atoms 1 to 6: atom 1 (Cs): 1.2678, atom 2 (O): -0.8083, atom 3 (N): 0.5678, atom 4 (C): -0.3320, atom 5 (C): -0.7082, atom 6 (C): -0.2506



A structure of composition C40H39Cl3KN2OS4SbSe. Source: OMol25; level of theory: the ωB97M-V functional and the def2-TZVPD basis.

Geometry (Å):
K: -1.2759 -0.2110 0.6261
S: 3.5027 -0.2053 3.1485
C: 2.0260 0.0367 2.3681
S: 0.5453 0.2042 3.1577
S: 2.0539 0.0363 0.5697
Cl: -5.8054 -0.1450 -5.8176
C: -5.1413 -0.3967 -4.2121
C: -3.7724 -0.5267 -4.0428
C: -3.2699 -0.7284 -2.7767
Cl: -1.5418 -0.8693 -2.5787
C: -4.0606 -0.8184 -1.5805
O: -3.5768 -1.0015 -0.4370
C: -5.4579 -0.6637 -1.8619
Cl: -6.5544 -0.7450 -0.5045
C: -5.9881 -0.4621 -3.1189
H: -3.1012 -0.4677 -4.8888
H: -7.0572 -0.3563 -3.2427
S: -0.5485 2.8085 -0.1539
Sb: 1.6802 2.4810 -0.4717
C: 3.1278 3.1716 0.9366
C: 4.2564 2.4518 1.2942
C: 5.1928 3.0201 2.1517
C: 4.9877 4.2889 2.6682
C: 3.8419 5.0001 2.3294
C: 2.9199 4.4467 1.4552
C: 2.2910 1.3471 -2.1805
C: 3.5821 0.8600 -2.3514
C: 3.9322 0.2246 -3.5370
C: 2.9852 0.0319 -4.5343
C: 1.6867 0.4899 -4.3509
C: 1.3462 1.1638 -3.1852
C: 2.0945 4.2885 -1.6886
C: 3.4156 4.6566 -1.9458
C: 3.7174 5.7237 -2.7815
C: 2.6924 6.4471 -3.3797
C: 1.3734 6.0944 -3.1331
C: 1.0813 5.0234 -2.2943
H: 4.3809 1.4313 0.9553
H: 6.0637 2.4452 2.4416
H: 5.7098 4.7200 3.3521
H: 3.6680 5.9848 2.7475
H: 2.0356 5.0082 1.1722
H: 4.3115 0.9566 -1.5555
H: 4.9457 -0.1349 -3.6764
H: 3.2565 -0.4816 -5.4494
H: 0.9363 0.3226 -5.1142
H: 0.3335 1.5285 -3.0444
H: 4.2302 4.1084 -1.4796
H: 4.7514 5.9946 -2.9659
H: 2.9229 7.2814 -4.0328
H: 0.5679 6.6553 -3.5945
H: 0.0504 4.7509 -2.0916
C: 0.5674 -6.2768 3.1630
C: 1.9685 -6.1070 2.5886
C: 2.7194 -4.9197 3.1887
C: 2.2171 -3.5606 2.7155
N: 2.5082 -3.3374 1.3051
C: 1.5992 -3.2969 0.2998
Se: -0.1979 -3.6587 0.4326
N: 2.2649 -2.9788 -0.8416
C: 1.6495 -2.5774 -2.0994
C: 1.9076 -3.5692 -3.2265
C: 1.1403 -4.8820 -3.0747
C: -0.3498 -4.7285 -3.3587
C: 3.6072 -2.7947 -0.5548
C: 4.6748 -2.4220 -1.3553
C: 5.9090 -2.2850 -0.7375
C: 6.0636 -2.5056 0.6330
C: 4.9909 -2.8717 1.4311
C: 3.7632 -3.0220 0.8086
H: 0.0625 -7.1396 2.7240
H: -0.0485 -5.4026 2.9503
H: 0.6070 -6.4220 4.2464
H: 1.9010 -5.9792 1.5038
H: 2.5486 -7.0195 2.7606
H: 3.7854 -5.0014 2.9565
H: 2.6368 -4.9450 4.2805
H: 2.6813 -2.7394 3.2666
H: 1.1391 -3.4599 2.8283
H: 2.0454 -1.5896 -2.3465
H: 0.5837 -2.4716 -1.9020
H: 2.9828 -3.7641 -3.2885
H: 1.6229 -3.0827 -4.1656
H: 1.2796 -5.2643 -2.0586
H: 1.5689 -5.6267 -3.7534
H: -0.8157 -4.0276 -2.6660
H: -0.8719 -5.6813 -3.2518
H: -0.5154 -4.3628 -4.3761
H: 4.5423 -2.2218 -2.4092
H: 6.7663 -1.9844 -1.3275
H: 7.0345 -2.3584 1.0886
H: 5.0948 -2.9827 2.5006

## Properties
* Kohn-Sham gap: 0.2167 Ha
* energy: -7947.54539 a.u.
* HOMO level: -0.070 Ha
* total charge: -2

Mulliken population analysis, charges in e, atoms 1 to 6: atom 1 (K): 0.7300, atom 2 (S): -0.4274, atom 3 (C): 0.2577, atom 4 (S): -0.4141, atom 5 (S): -0.8938, atom 6 (Cl): -0.3020



Calculated energy relative to the best compared isomer or geometry (same formula, charge and spin), 75.67 72.96 0.00 kcal per mole (same order as the records).
Calculated strongest force on any atom, 2.27 4.21 0.17 eV/Å (same order as the records).